1.
Molecular formula: C15H14BrNO5
Method: DFT, the ωB97M-V functional and the def2-TZVPD basis

As for the multiplicity: 1. The calculation puts the HOMO energy at -0.32758 Ha.

Last column: Löwdin charge in e.
Element x y z (Å)
C 2.6150 -0.2260 -0.8946  -0.072
C 0.7218 1.8246 -3.1338  -0.171
H 1.2623 -2.9894 2.2388  0.147
H 1.2421 -1.3955 -3.2916  0.117
C -3.2961 -1.8372 4.3515  -0.090
O -0.4696 3.4297 -4.3901  0.120
O 0.6801 4.0781 -2.5674  -0.022
O 2.4757 -2.9589 -0.2243  0.066
C 1.7929 0.2966 -2.0274  -0.233
O 1.5103 1.6076 -2.0591  0.115
N 1.7739 -0.8349 0.1162  0.095
C 0.2496 5.4117 -2.7892  -0.046
H -2.7460 -3.8843 4.6265  0.106
O -0.1259 -1.5429 1.7036  -0.122
H -3.5956 0.2368 3.8673  0.104
C 0.2397 3.1704 -3.4479  -0.449
H 3.1806 0.5979 -0.4508  0.136
Br -1.4830 0.9931 1.9106  0.796
C -1.4476 -2.9137 3.2436  -0.014
C 1.1867 -0.3488 -3.0740  0.010
H -0.8392 5.4730 -2.7313  0.099
H -0.8542 -3.7987 3.0777  0.109
H 1.0811 -0.2540 0.5661  0.119
C -1.9356 -0.6077 2.8295  -0.582
C -1.1418 -1.7312 2.5839  -0.311
H 3.2956 -1.0071 -1.2440  0.133
H -0.0974 0.5196 -4.6792  0.122
C -2.5203 -2.9581 4.1208  -0.079
H 0.5674 5.7546 -3.7762  0.098
H -4.1292 -1.8803 5.0349  0.104
C 1.7455 -2.1612 0.3213  -0.470
C -3.0025 -0.6489 3.7008  -0.120
C 0.4928 0.6404 -3.7948  0.030
C 0.7154 -2.6171 1.3617  -0.084
H 0.7083 6.0117 -2.0077  0.093
H 0.1471 -3.4500 0.9285  0.146

Force components x, y, z for each atom (eV/Å):
0.0 0.1 -0.1
-0.4 -0.7 -0.8
-0.1 0.0 -0.1
0.1 -0.2 0.0
0.0 -0.1 0.1
0.1 -0.1 0.1
0.2 -0.3 0.2
0.1 -0.4 -0.1
0.0 -0.8 -0.4
0.2 0.3 0.3
-0.1 0.5 0.1
-0.2 0.3 -0.2
0.0 -0.1 0.0
-0.1 -0.1 0.1
0.0 0.1 0.0
-0.1 0.2 -0.1
0.1 -0.1 -0.1
-0.2 0.0 0.1
0.2 0.0 -0.2
0.4 0.2 0.5
0.1 0.0 0.0
0.1 -0.1 0.0
0.0 -0.2 0.0
0.2 0.2 -0.2
-0.1 0.3 0.0
0.0 0.2 0.0
-0.1 0.1 -0.2
-0.1 0.1 0.0
0.0 0.0 0.1
-0.1 0.0 0.1
-0.4 0.1 0.5
0.1 0.0 -0.1
0.0 0.9 0.3
0.2 -0.5 -0.1
0.0 0.0 0.0
0.1 0.1 0.0


2.
Molecular formula: C7H8NS2
Method: DFT, the ωB97M-V functional and the def2-TZVPD basis

As for the multiplicity: 1. As for the total charge: +1. The calculation puts the HOMO energy (spin up / spin down) at -0.44743 / -0.44744 Ha.

Last column: Löwdin charge in e.
Element x y z (Å)
H -1.4218 1.5662 -0.5050  -0.003
C 0.1502 -2.1800 -0.1236  -0.107
S -2.3596 -1.2015 -0.2442  0.653
C 2.2169 -0.9474 0.2095  -0.064
H 0.8677 2.9981 -0.0131  0.119
N -0.0838 2.7900 -0.2351  0.227
C 1.4790 -2.1851 0.1581  -0.036
C 0.1156 0.2643 -0.1476  -0.203
H 3.3025 -1.1161 0.4779  0.141
C 1.5429 0.2094 0.1565  -0.018
H -0.4614 -3.1756 -0.0954  0.149
C -0.6197 -0.9612 -0.2478  -0.490
H -4.5228 0.1674 0.2048  -0.136
H 2.0987 -3.1339 0.2734  0.150
C -0.4232 1.5223 -0.3107  -0.111
H 2.0798 1.2292 0.2296  0.147
S -3.2488 0.6013 0.3941  0.444
H -0.7122 3.5528 -0.1814  0.137

Force components x, y, z for each atom (eV/Å):
-2.7 -0.7 -0.8
-2.7 -1.5 0.3
0.3 -0.1 -0.3
1.2 -2.2 1.3
0.5 0.6 0.1
2.8 -1.7 0.5
1.6 0.0 -0.7
2.5 -0.9 0.5
-1.3 1.0 -0.5
0.0 2.3 -0.8
1.3 2.0 -0.2
0.7 0.2 0.8
0.5 -0.1 0.0
-1.3 1.2 -0.1
-1.3 1.7 0.2
-0.8 -1.9 0.0
-0.3 -0.2 0.0
-0.9 0.3 -0.3


Values of energy relative to the best compared isomer or geometry (same formula, charge and spin), in order: 6.82; 17.83, all in kcal/mol.
Values of calculated total energy, in order: -3584.9729; -1122.3708, all in a.u..